Formula: C29H41F5OsP2S
Source: the OMol25 dataset
Level of theory: ωB97M-V with the def2-TZVPD basis set

Last column: Mulliken spin population.
Cartesian coordinates (Å):
Os1 -0.60286 -0.32171 0.67538  0.63
C1 -0.38675 -0.43215 2.81371  0.31
C2 -1.81887 -0.24062 3.03484  0.06
C3 -1.56595 -2.20524 1.85982  0.02
C4 -0.23224 -1.75932 2.20824  0.05
C5 -2.51882 -1.31615 2.47259  0.17
C6 0.74450 0.25657 3.50448  -0.08
H1 0.44549 1.22035 3.92630  0.00
H2 1.57744 0.41155 2.80667  0.01
H3 1.11462 -0.38883 4.31116  0.01
C7 0.94183 -2.66232 2.40649  -0.01
H4 1.86254 -2.10083 2.60471  0.00
H5 1.08458 -3.29056 1.52165  0.00
H6 0.76479 -3.33502 3.26345  0.00
C8 -1.87882 -3.52161 1.24762  -0.02
H7 -1.75212 -4.32230 1.99009  0.00
H8 -1.21012 -3.72502 0.40251  0.01
H9 -2.91181 -3.53834 0.88721  0.00
C9 -3.98136 -1.55246 2.58522  -0.01
H10 -4.20495 -2.19882 3.45145  0.01
H11 -4.35912 -2.06197 1.69267  0.00
H12 -4.54282 -0.61399 2.71783  0.00
C10 -2.49743 0.82990 3.81083  0.00
H13 -2.94004 0.42568 4.73283  0.00
H14 -3.33241 1.26281 3.23440  0.00
H15 -1.82368 1.63482 4.11757  0.00
C11 2.80843 3.11451 -2.50403  0.06
C12 2.65784 3.07176 -1.04759  0.78
C13 2.85144 1.74110 -0.45802  -0.04
C14 2.47749 0.79545 -1.62621  0.18
C15 2.47581 1.63919 -2.90812  -0.04
C16 1.15660 1.73443 -3.53140  0.85
C17 0.83016 3.07086 -4.02245  -0.07
C18 1.84715 4.01755 -3.31065  0.08
H16 2.21018 1.58000 0.42872  0.06
H17 1.44249 0.42437 -1.45892  -0.07
H18 3.89497 1.54842 -0.12166  0.05
H19 1.32445 4.74589 -2.68330  0.00
H20 3.86020 3.34387 -2.76191  0.05
H21 2.69661 3.98538 -0.45012  -0.05
H22 2.41757 4.54457 -4.08407  0.00
H23 1.01198 3.14697 -5.10809  0.05
H24 0.60863 0.85466 -3.87452  0.02
H25 -0.21936 3.37143 -3.88361  0.03
H26 3.12880 -0.08094 -1.68881  0.01
H27 3.18881 1.22761 -3.63685  0.04
P1 -0.63247 1.83967 0.37668  0.02
C19 -0.25423 3.23467 -0.77012  0.11
C20 -0.64474 2.84369 1.89837  0.00
P2 -2.37506 -0.23974 -0.64774  0.08
C21 -2.37376 1.55224 -0.23858  0.05
C22 -4.18506 -0.59684 -0.56952  -0.01
C23 -2.16148 -0.28668 -2.48460  0.02
H28 -0.03601 2.87597 -1.78812  -0.05
H29 0.60850 3.81768 -0.42503  -0.04
H30 -1.14176 3.89833 -0.77993  0.01
H31 -1.09823 3.82141 1.71166  0.00
H32 0.38285 2.98659 2.24408  0.00
H33 -1.20159 2.36880 2.69330  0.00
H34 -1.50247 0.49769 -2.88040  0.01
H35 -3.16676 -0.13503 -2.92132  0.00
H36 -1.79753 -1.26488 -2.84216  0.00
H37 -2.52022 2.04554 -1.21068  0.01
H38 -3.13195 1.83693 0.50665  0.01
H39 -4.63964 -0.32219 -1.53561  0.00
H40 -4.68744 -0.02868 0.22001  0.00
H41 -4.36042 -1.67241 -0.43080  0.00
F1 4.79540 -5.42348 -0.90157  0.00
C24 3.76286 -4.56340 -0.81476  0.04
C25 3.96588 -3.28358 -0.29224  -0.01
F2 5.19020 -2.92398 0.15691  0.00
C26 2.91645 -2.37836 -0.26505  0.03
F3 3.11938 -1.19331 0.40115  0.00
C27 1.66111 -2.67394 -0.83873  0.06
S1 0.37238 -1.48002 -1.08560  0.43
C28 1.46944 -4.00006 -1.28456  0.04
F4 0.24368 -4.37120 -1.72973  0.01
C29 2.49802 -4.93400 -1.27142  -0.01
F5 2.27878 -6.17895 -1.74862  0.00

Output
- Charge: +2
- Orbital gap (spin up / spin down): 4.60 / 5.86 eV
- Highest occupied orbital energy (spin up / spin down): -11.94 / -14.51 eV
- ⟨S²⟩: 6.0322
- Spin multiplicity: 5
- Lowest unoccupied orbital energy (spin up / spin down): -7.33 / -8.65 eV

***

Formula: C37H33Co2NO6P
Source: the OMol25 dataset
Level of theory: ωB97M-V with the def2-TZVPD basis set

Last column: Mulliken charge in e.
Cartesian coordinates (Å):
C1 2.18965 1.39441 -1.07041  -1.15
N1 1.68463 1.06986 0.22922  0.43
C2 0.88566 2.12891 0.83812  -0.23
C3 0.81657 2.05239 2.34862  -0.61
O1 1.14057 0.75088 2.83540  -0.40
C4 2.47282 0.37703 2.48618  -0.57
C5 2.65325 0.28132 0.98884  -0.40
H1 3.27896 1.56473 -1.00095  0.33
H2 2.00272 0.54965 -1.75230  0.17
H3 1.70113 2.30110 -1.44119  0.38
H4 1.31521 3.09948 0.55682  0.35
H5 -0.12638 2.07129 0.40822  0.05
H6 1.51199 2.80693 2.76921  0.31
H7 -0.20846 2.23300 2.69038  0.31
H8 3.20816 1.10864 2.87813  0.30
H9 2.62160 -0.60901 2.93933  0.30
H10 2.56466 -0.76414 0.65882  0.17
H11 3.65915 0.62992 0.72398  0.28
O2 -3.44065 1.42653 -5.88675  -0.42
C6 -3.07753 0.53194 -5.26151  -0.08
Co1 -2.48071 -0.75608 -4.27943  0.48
C7 -2.48748 -0.19016 -2.61902  0.09
O3 -2.59958 0.20052 -1.52773  -0.46
C8 -4.04329 -1.56434 -4.19091  1.03
O4 -5.13589 -1.94186 -4.11671  -0.43
C9 -1.48896 -1.53535 -5.49901  -0.82
C10 -0.70545 -0.74080 -4.58573  0.97
C11 0.43894 0.06650 -4.56465  -1.47
C12 0.37922 1.49943 -4.35970  0.96
C13 0.86924 2.39717 -5.34559  -0.72
C14 0.66379 3.76545 -5.19500  -0.45
C15 0.07901 4.27789 -4.02629  -0.60
C16 -0.34387 3.40095 -3.01584  -0.84
C17 -0.20602 2.02949 -3.19530  0.10
Co2 -0.94592 -2.55420 -4.10848  0.93
C18 -0.36666 -2.19785 -2.51434  0.10
O5 0.02291 -1.83205 -1.47819  -0.60
C19 0.11541 -3.54825 -5.08848  -0.07
O6 0.82788 -4.17118 -5.75849  -0.49
P1 -2.35769 -4.12404 -3.71239  1.63
C20 -3.34528 -4.20078 -2.17472  0.26
C21 -3.96139 -5.39232 -1.75678  -0.42
C22 -4.69649 -5.41179 -0.56787  -0.68
C23 -4.81268 -4.25005 0.20632  -0.61
C24 -4.14959 -3.08884 -0.17838  -0.90
C25 -3.41385 -3.07079 -1.36107  0.42
C26 -3.57192 -4.49221 -5.03948  -0.16
C27 -4.91705 -4.80478 -4.77704  -0.33
C28 -5.76255 -5.16959 -5.82764  -0.67
C29 -5.26842 -5.24684 -7.13007  -0.62
C30 -3.95512 -4.85894 -7.40483  -0.73
C31 -3.10260 -4.48863 -6.36101  -0.49
C32 -1.44357 -5.71438 -3.53913  0.40
C33 -1.77081 -6.86728 -4.27057  -0.13
C34 -1.06192 -8.05478 -4.04233  -0.64
C35 -0.05433 -8.09952 -3.07668  -0.55
C36 0.25615 -6.95668 -2.33708  -0.71
C37 -0.42965 -5.76247 -2.57033  -0.45
H12 -1.49866 -1.65522 -6.56723  0.45
H13 1.26494 -0.31409 -5.18234  0.23
H14 1.33035 1.96945 -6.23444  0.37
H15 0.96505 4.44320 -6.00003  0.33
H16 -0.05078 5.34956 -3.89034  0.34
H17 -0.78485 3.76610 -2.09730  0.38
H18 -0.52131 1.33490 -2.41908  0.47
H19 -3.87032 -6.30252 -2.36005  0.48
H20 -5.17705 -6.33517 -0.24473  0.38
H21 -5.40783 -4.25631 1.11996  0.37
H22 -4.19645 -2.18229 0.42821  0.47
H23 -2.88086 -2.17091 -1.66339  -0.63
H24 -5.31608 -4.78208 -3.76062  0.44
H25 -6.81264 -5.37562 -5.61868  0.39
H26 -5.92113 -5.57370 -7.93904  0.36
H27 -3.58594 -4.83323 -8.42942  0.41
H28 -2.06241 -4.20070 -6.57335  0.16
H29 -2.57401 -6.84809 -5.01655  0.27
H30 -1.30154 -8.93882 -4.63656  0.38
H31 0.50457 -9.02199 -2.91359  0.35
H32 1.04215 -6.97968 -1.58511  0.40
H33 -0.18652 -4.86338 -1.99351  0.33

Output
- Charge: -1
- Orbital gap: 4.61 eV
- Highest occupied orbital energy: -2.07 eV
- Energy relative to the best compared isomer or geometry (same formula, charge and spin): 166.5 kJ/mol
- Lowest unoccupied orbital energy: 2.54 eV

***

Formula: C6H8O2
Source: the OMol25 dataset
Level of theory: ωB97M-V with the def2-TZVPD basis set

Last column: natural (NBO) charge in e.
Cartesian coordinates (Å):
C1 -1.96905 -0.53560 -1.05193  -0.66
C2 -0.87340 -0.07123 -0.11122  0.22
C3 0.08005 -1.03697 0.55482  0.01
C4 1.36884 -0.26218 0.46123  0.06
C5 1.02121 1.23953 0.65617  -0.44
C6 0.27090 1.08837 -0.56533  0.06
H1 -2.74960 -1.25898 -0.63436  0.24
H2 -2.61208 0.24130 -1.46620  0.22
H3 -1.39902 -0.90392 -1.90034  0.23
H4 0.10181 -2.10606 0.42152  0.19
H5 2.23969 -0.79009 0.81283  0.21
H6 2.00811 1.82387 0.47877  0.23
H7 0.35211 1.60793 1.49395  0.23
H8 -0.04294 1.96541 -1.18029  0.22
O1 -0.97141 -0.51300 1.33521  -0.49
O2 1.31024 0.12413 -1.04624  -0.53

Output
- Orbital gap: 10.42 eV
- Highest occupied orbital energy: -9.41 eV
- Energy relative to the best compared isomer or geometry (same formula, charge and spin): 409.3 kJ/mol
- Lowest unoccupied orbital energy: 1.01 eV

***

Formula: C6H12N2
Source: the OMol25 dataset
Level of theory: ωB97M-V with the def2-TZVPD basis set

Last column: natural (NBO) charge in e.
Cartesian coordinates (Å):
C1 -1.14868 1.26924 -2.37702  -0.66
C2 -1.34437 1.50057 -0.91100  -0.28
C3 -0.48323 1.04051 0.00230  -0.02
N1 0.69801 0.38974 -0.35182  -0.64
C4 1.57013 -0.07197 0.67573  0.09
N2 2.10535 -1.39990 0.65624  -0.58
C5 1.05641 -1.05119 1.68254  -0.10
C6 -0.36192 -1.51380 1.56883  -0.65
H1 -1.72046 1.98751 -2.95965  0.22
H2 -1.47488 0.26862 -2.67839  0.21
H3 -0.09538 1.37833 -2.64221  0.21
H4 -2.18810 2.09619 -0.60077  0.21
H5 -0.49839 1.41023 1.01726  0.20
H6 0.63729 -0.19781 -1.17263  0.38
H7 2.27350 0.68794 1.01259  0.18
H8 1.71929 -1.98458 -0.07975  0.35
H9 1.46380 -0.99798 2.68505  0.20
H10 -0.99574 -0.63885 1.14914  0.23
H11 -0.47993 -2.27899 0.80760  0.21
H12 -0.73270 -1.89380 2.51597  0.23

Output
- SMILES: C/C=C\N[C@@H]1N[C@@H]1C
- Orbital gap: 8.89 eV
- Highest occupied orbital energy: -7.87 eV
- Energy relative to the best compared isomer or geometry (same formula, charge and spin): 198.4 kJ/mol
- Lowest unoccupied orbital energy: 1.02 eV

***

Formula: C3H4S
Source: the OMol25 dataset
Level of theory: ωB97M-V with the def2-TZVPD basis set

Last column: natural (NBO) charge in e.
Cartesian coordinates (Å):
C1 1.02576 0.03256 1.39927  -0.56
C2 0.45690 -0.05463 0.20094  0.20
C3 -0.11205 -0.18809 -1.15934  -0.54
S1 -1.75413 0.33104 -0.95698  0.02
H1 1.99680 0.48881 1.88361  0.28
H2 0.28615 -0.58802 2.01585  0.26
H3 -0.07757 -1.27696 -1.45267  0.23
H4 -1.82187 1.25528 -1.93067  0.11

Output
- SMILES: C=C=CS
- Orbital gap: 9.41 eV
- Highest occupied orbital energy: -9.06 eV
- Energy relative to the best compared isomer or geometry (same formula, charge and spin): 239.8 kJ/mol
- Lowest unoccupied orbital energy: 0.35 eV